Entry 1:
{
  "formula": "C46H83ClF6N14O4P",
  "method": "ωB97M-V/def2-TZVPD",
  "homo_energy_ha": -0.3300,
  "energy_ev": -116190.4614,
  "charge": 3,
  "species": ["C", "C", "N", "C", "C", "N", "C", "C", "H", "H", "H", "H", "H", "H", "H", "H", "H", "H", "H", "C", "C", "N", "C", "C", "N", "C", "C", "H", "H", "H", "H", "H", "H", "H", "H", "H", "H", "H", "C", "C", "N", "C", "C", "N", "C", "C", "H", "H", "H", "H", "H", "H", "H", "H", "H", "H", "H", "C", "C", "N", "C", "C", "N", "C", "C", "H", "H", "H", "H", "H", "H", "H", "H", "H", "H", "H", "C", "C", "N", "C", "C", "N", "C", "C", "H", "H", "H", "H", "H", "H", "H", "H", "H", "H", "H", "C", "C", "N", "C", "C", "N", "C", "C", "H", "H", "H", "H", "H", "H", "H", "H", "H", "H", "H", "C", "C", "N", "C", "C", "N", "C", "C", "H", "H", "H", "H", "H", "H", "H", "H", "H", "H", "H", "C", "C", "O", "O", "H", "H", "H", "C", "C", "O", "O", "H", "H", "H", "Cl", "P", "F", "F", "F", "F", "F", "F"],
  "coordinates": [[1.430510, 20.343800, -5.695970], [1.517850, 20.919090, -4.287890], [2.836910, 20.836150, -3.699390], [3.240750, 19.897450, -2.838070], [4.512350, 20.120450, -2.411720], [4.897430, 21.270630, -3.027460], [3.840290, 21.762080, -3.766350], [6.213240, 21.930210, -2.753480], [1.938210, 19.386700, -5.815640], [1.741010, 21.047780, -6.468050], [0.370320, 20.248600, -5.930550], [0.843870, 20.337830, -3.658610], [1.109300, 21.923900, -4.180380], [2.558140, 19.142990, -2.475820], [5.195800, 19.629770, -1.734580], [3.648090, 22.698670, -4.268590], [6.257880, 22.927390, -3.191360], [6.995900, 21.336600, -3.225890], [6.408920, 22.090210, -1.693200], [2.922640, 37.488660, -2.463640], [3.119140, 36.076350, -1.762520], [3.658370, 35.061610, -2.778710], [2.918570, 34.563320, -3.788040], [3.672420, 33.732040, -4.607930], [4.959400, 33.876960, -4.112110], [4.960960, 34.703400, -3.013950], [6.156300, 33.139990, -4.543950], [2.335420, 37.469460, -3.381740], [3.886980, 37.942770, -2.691580], [2.473770, 38.164320, -1.735570], [2.244740, 35.533030, -1.404270], [3.897790, 36.175400, -1.006220], [1.853560, 34.735150, -3.736590], [3.471200, 33.061010, -5.429900], [5.822660, 34.985060, -2.426970], [6.561990, 33.529140, -5.477810], [5.906920, 32.096400, -4.735940], [6.937920, 33.190270, -3.785900], [14.465570, 28.637040, 5.835200], [14.089110, 28.341720, 4.374490], [13.235220, 29.371040, 3.761570], [13.650040, 30.636850, 3.563180], [12.510350, 31.383440, 3.122060], [11.522010, 30.457250, 2.813100], [11.991460, 29.213520, 3.152270], [10.154450, 30.779430, 2.239140], [15.147600, 29.483190, 5.918680], [15.048390, 27.846730, 6.308310], [13.586080, 28.746630, 6.469710], [13.586970, 27.376840, 4.304020], [14.966460, 28.236410, 3.736320], [14.701260, 30.835130, 3.711610], [12.368380, 32.420820, 2.857310], [11.407910, 28.312810, 3.031530], [9.739150, 31.479710, 2.963870], [9.444130, 29.953440, 2.203330], [10.172980, 31.153420, 1.215470], [1.614000, 32.424870, 2.031410], [0.161200, 31.929150, 2.295010], [-0.492200, 31.821930, 1.061720], [-1.478540, 32.623160, 0.575040], [-1.837610, 32.220970, -0.687960], [-1.294400, 30.915470, -0.808430], [-0.474920, 30.679720, 0.276740], [-1.806040, 29.992960, -1.754670], [1.703410, 33.420790, 1.597540], [2.177310, 31.758830, 1.377820], [2.228960, 32.342310, 2.927570], [-0.335500, 32.559060, 3.032980], [0.189050, 30.986030, 2.840760], [-1.653010, 33.619890, 0.952520], [-2.471910, 32.641250, -1.454400], [0.057530, 29.756800, 0.453090], [-2.878040, 29.890960, -1.585850], [-1.361710, 29.014250, -1.573530], [-1.512780, 30.398700, -2.722900], [-0.863370, 25.922860, -8.370730], [-1.797150, 26.255590, -7.250130], [-3.061060, 26.848550, -7.781880], [-3.181980, 28.059200, -8.447240], [-4.534900, 28.375360, -8.718640], [-5.237330, 27.306700, -8.219610], [-4.361710, 26.436190, -7.639650], [-6.640400, 27.137590, -8.203790], [-1.191650, 25.054250, -8.941540], [0.166620, 25.843220, -8.023050], [-0.840300, 26.737710, -9.094320], [-1.294120, 27.041470, -6.686700], [-1.988190, 25.378780, -6.631410], [-2.312820, 28.605310, -8.783000], [-5.053510, 29.198950, -9.186760], [-4.585460, 25.523880, -7.106710], [-7.189670, 28.058730, -8.398450], [-6.955800, 26.693060, -7.259850], [-6.837550, 26.369870, -8.952010], [1.204390, 23.172960, 2.215840], [0.520380, 22.089940, 3.157860], [0.572830, 22.439660, 4.570650], [-0.435160, 22.139390, 5.490700], [0.120600, 22.407090, 6.744050], [1.369800, 22.942380, 6.601470], [1.702700, 22.939730, 5.248970], [2.211940, 23.442180, 7.633990], [1.314370, 22.777780, 1.205980], [2.263960, 23.398610, 2.336160], [0.631360, 24.093520, 2.104820], [0.804730, 21.037780, 3.143650], [-0.545480, 22.094930, 2.929770], [-1.396210, 21.774430, 5.159670], [-0.343660, 22.292230, 7.712380], [2.645700, 23.298970, 4.864140], [1.874310, 24.446550, 7.889620], [3.233580, 23.459670, 7.254460], [2.108640, 22.781240, 8.494560], [5.517340, 23.831140, -11.096350], [6.315530, 25.142130, -10.918900], [7.086980, 25.228530, -9.723500], [6.790760, 26.016160, -8.635790], [7.757930, 25.827780, -7.659510], [8.700110, 24.991850, -8.261880], [8.219610, 24.517600, -9.423720], [9.930150, 24.513740, -7.663320], [4.859120, 23.507440, -10.290080], [6.190890, 22.975850, -11.150320], [4.906760, 23.774790, -11.997530], [5.701300, 26.040310, -10.982970], [6.984010, 25.203710, -11.777650], [5.982410, 26.731990, -8.612320], [7.830060, 26.323200, -6.702560], [8.633270, 23.752740, -10.064240], [10.185400, 25.275980, -6.927160], [10.780420, 24.487990, -8.344840], [9.800190, 23.544170, -7.182540], [2.767570, 30.410610, -10.272380], [4.033180, 31.162600, -10.475550], [4.019950, 32.267960, -9.936750], [4.967960, 30.699480, -11.082360], [2.622070, 29.483560, -10.826920], [1.901750, 31.020750, -10.529640], [2.592430, 30.231310, -9.211590], [4.634380, 28.540850, -2.199330], [3.562410, 28.003440, -3.071960], [3.764240, 28.018760, -4.284230], [2.673380, 27.340330, -2.516760], [4.857050, 27.901520, -1.345060], [4.507340, 29.532230, -1.764460], [5.591000, 28.395420, -2.701180], [10.462990, 27.797560, -2.150170], [4.854890, 27.890350, 5.495820], [5.414620, 26.394770, 5.156790], [5.306280, 27.513080, 7.012360], [6.291930, 28.659480, 5.115020], [4.133120, 29.297600, 5.975240], [4.399950, 28.019420, 3.959220], [3.352250, 27.350540, 5.786630]],
  "atomic_forces_ev_per_a": [[-0.49, 0.79, -0.39], [-1.05, -0.43, -0.15], [1.90, 2.16, 0.54], [-0.25, -2.38, 1.51], [-0.25, 0.32, -0.51], [-0.78, 2.33, -0.68], [0.13, -1.69, 0.53], [-0.11, 0.36, -0.70], [-0.09, 0.10, 0.10], [0.60, -0.03, 0.13], [-0.06, -0.46, 0.15], [0.28, -0.21, 0.20], [0.42, 0.20, -0.34], [0.12, -0.13, -0.32], [-0.34, -0.20, -0.09], [0.83, 0.10, 0.01], [-0.35, -0.13, -0.18], [-0.08, -0.06, 0.23], [-0.34, -0.48, 0.00], [0.09, -0.97, 0.97], [0.97, 0.10, -2.16], [2.49, 0.98, -0.12], [-1.21, -1.58, -0.81], [0.58, 1.49, 1.60], [0.25, 0.76, 1.69], [-1.81, -0.97, -1.17], [0.32, -0.28, -0.55], [-0.10, -0.21, 0.21], [0.12, -0.33, -0.06], [-0.26, -0.08, -0.08], [-0.14, 0.73, 0.30], [-0.31, -0.19, 0.15], [0.06, -0.09, -0.43], [-0.17, 0.25, -0.01], [-0.11, -0.10, -0.11], [-0.22, 0.26, 0.06], [-0.14, 0.06, 0.25], [-0.27, 0.04, 0.05], [0.16, 0.08, -0.08], [0.32, -0.86, 0.14], [-2.28, -1.05, -2.09], [-2.38, 2.05, -0.15], [1.80, -1.65, -0.43], [0.81, -1.72, 0.28], [0.53, 1.89, 1.19], [0.26, 0.08, 0.79], [-0.41, 0.36, -0.04], [-0.12, -0.44, -0.50], [-0.01, 0.33, -0.15], [-0.27, 0.18, -0.01], [0.12, 0.16, 0.10], [-0.31, 0.66, 0.29], [0.25, -0.13, 0.11], [0.23, -0.03, 0.20], [-0.06, 0.25, -0.39], [0.69, -0.51, 0.34], [0.61, 0.21, 0.24], [0.37, -0.65, 0.47], [2.86, 0.55, 2.11], [-2.58, -3.43, -2.22], [0.62, 2.19, -2.05], [0.50, -2.09, 1.56], [1.21, 2.10, 3.21], [-1.47, 2.25, -1.23], [0.30, -0.98, -0.58], [-0.36, 0.07, 0.23], [-0.44, -0.26, -0.39], [-0.32, 0.44, 0.31], [-0.34, 0.44, -0.65], [0.10, -0.32, -0.48], [-0.01, -0.20, 0.42], [-0.04, -0.08, 0.27], [0.11, 0.15, 0.07], [0.01, 0.15, -0.41], [0.16, 0.09, -0.32], [-0.45, -0.54, -0.26], [0.17, 0.04, -1.18], [0.18, 0.60, -0.20], [-3.34, 1.07, -0.47], [-0.79, 1.02, -0.94], [2.39, -1.66, 0.89], [3.12, -0.41, 1.55], [1.01, 0.20, -0.20], [-1.55, -1.28, -0.20], [0.22, -0.19, 0.18], [-0.16, -0.34, 0.12], [0.03, 0.14, 0.02], [-0.43, -0.07, 0.44], [-0.43, 0.31, 0.06], [-0.04, 0.04, 0.22], [0.40, -0.02, -0.06], [-0.43, 0.13, -0.16], [0.27, -0.13, -0.03], [-0.01, 0.34, 0.09], [-0.58, 0.31, -0.23], [0.18, -1.42, -0.35], [-0.14, 1.32, -0.65], [2.12, 1.40, 2.37], [2.47, 0.65, 0.83], [-1.27, 0.05, -1.03], [-0.46, -1.11, -4.26], [-3.59, -1.07, 1.48], [0.47, 0.41, 0.84], [-0.72, -0.39, -0.14], [-0.07, 0.12, 1.10], [-0.02, -0.14, 0.48], [0.63, 0.21, -0.77], [0.01, 0.01, -0.19], [0.17, -0.05, 0.24], [0.12, 0.09, -0.07], [-0.19, -0.06, -0.20], [0.27, 0.01, 0.10], [-0.05, 0.11, 0.32], [0.26, 0.14, 0.00], [0.13, -0.70, 0.46], [-1.13, -0.51, -1.81], [1.57, -0.92, 2.13], [0.72, 0.07, 1.04], [-0.45, 0.22, -2.37], [-1.04, -1.27, -0.25], [-1.12, 2.05, -0.16], [0.63, 0.49, 0.97], [-0.12, 0.75, 0.36], [0.38, 0.08, -0.26], [0.24, 0.52, -0.10], [-0.12, -0.13, 0.17], [0.16, 0.11, 0.10], [-0.09, -0.21, -0.17], [0.42, -0.16, -0.08], [0.26, 0.23, 0.13], [0.13, -0.31, 0.25], [-0.42, -0.06, -0.34], [-0.04, 0.12, -0.03], [-2.20, -1.04, 0.09], [-0.43, 1.03, 0.78], [-0.42, 2.28, 1.41], [2.19, -2.33, -1.91], [0.41, -0.27, -0.05], [0.06, 0.36, -0.24], [0.31, -0.24, 0.22], [2.02, 0.00, 1.27], [0.33, -1.55, 0.02], [0.15, 0.83, -2.04], [-2.05, -0.41, 1.23], [-0.83, -0.19, 0.36], [0.01, 0.23, -0.41], [0.03, 0.98, -0.46], [-0.09, 0.00, 0.10], [-0.30, 0.19, 0.69], [0.08, 0.16, -0.66], [0.02, 1.23, -0.17], [-1.52, -0.96, 0.80], [1.81, 0.40, -0.59], [0.23, 0.74, -0.44], [-0.52, -1.95, 0.24]],
  "mulliken_charge": [-1.026, -0.606, 0.244, -0.432, -0.344, 0.080, -0.185, -0.876, 0.337, 0.326, 0.343, 0.311, 0.415, 0.407, 0.484, 0.472, 0.351, 0.346, 0.351, -0.981, -0.610, 0.136, -0.279, -0.575, 0.114, -0.038, -0.834, 0.349, 0.321, 0.370, 0.334, 0.326, 0.438, 0.541, 0.375, 0.339, 0.365, 0.306, -1.060, -0.517, 0.209, -0.284, -0.484, 0.106, -0.059, -0.852, 0.348, 0.365, 0.324, 0.325, 0.337, 0.427, 0.419, 0.361, 0.388, 0.319, 0.321, -1.115, -0.583, 0.308, -0.426, -0.397, 0.135, -0.138, -0.943, 0.311, 0.354, 0.410, 0.368, 0.347, 0.387, 0.478, 0.439, 0.368, 0.345, 0.351, -1.188, -0.303, 0.234, -0.440, -0.345, 0.100, -0.193, -0.779, 0.336, 0.370, 0.360, 0.314, 0.296, 0.465, 0.439, 0.363, 0.302, 0.314, 0.353, -1.198, -0.306, 0.170, -0.313, -0.385, 0.123, -0.197, -0.792, 0.357, 0.367, 0.329, 0.382, 0.272, 0.401, 0.433, 0.354, 0.342, 0.306, 0.353, -1.106, -0.510, 0.203, -0.331, -0.547, 0.119, -0.174, -0.883, 0.323, 0.336, 0.366, 0.419, 0.305, 0.511, 0.532, 0.390, 0.369, 0.358, 0.316, -0.771, 0.517, -0.739, -0.692, 0.273, 0.272, 0.148, -0.740, 0.533, -0.721, -0.769, 0.285, 0.135, 0.282, -0.993, 1.174, -0.359, -0.349, -0.364, -0.377, -0.345, -0.380]
}


Entry 2:
{
  "formula": "C4H13N2O",
  "method": "ωB97M-V/def2-TZVPD",
  "homo_energy_ha": -0.5275,
  "energy_ev": -9379.5247,
  "charge": 1,
  "relative_energy_ev": 2.059,
  "species": ["C", "C", "N", "H", "H", "H", "H", "H", "C", "O", "C", "N", "H", "H", "H", "H", "H", "H", "H", "H"],
  "coordinates": [[-2.262756, -1.966343, -0.516877], [-0.435454, -2.683006, 0.758530], [-0.880486, -1.834539, -0.062872], [-2.806118, -1.058100, -0.271587], [-2.759154, -2.821781, -0.063698], [-2.273056, -2.073686, -1.603732], [0.591513, -2.611886, 1.106559], [-1.050837, -3.496334, 1.133677], [1.548558, 2.366731, 0.177345], [1.188243, 3.302054, 1.162596], [0.463755, 1.309007, 0.224089], [0.660357, 0.274225, -0.843157], [2.524842, 1.911175, 0.390520], [1.589972, 2.824744, -0.821609], [1.866654, 3.982742, 1.222984], [0.460727, 0.792536, 1.182959], [-0.512282, 1.758915, 0.072122], [1.634778, -0.027103, -0.876569], [0.423608, 0.651659, -1.757532], [0.027136, -0.601012, -0.613749]],
  "atomic_forces_ev_per_a": [[0.13, 0.04, -0.16], [0.08, 0.07, -0.04], [-0.04, 0.06, -0.09], [-0.07, 0.08, 0.05], [-0.06, -0.06, 0.02], [0.01, -0.02, 0.09], [-0.02, -0.01, 0.01], [-0.02, -0.10, 0.06], [0.00, 0.09, 0.01], [0.06, -0.03, -0.05], [0.07, -0.16, -0.06], [-0.07, 0.02, 0.23], [-0.02, -0.01, -0.05], [0.00, -0.05, 0.05], [-0.04, 0.03, 0.04], [0.02, 0.05, -0.01], [-0.08, 0.04, 0.00], [-0.04, -0.03, -0.03], [0.01, -0.04, -0.08], [0.08, 0.04, 0.00]],
  "mulliken_charge": [-0.968, -0.277, -0.337, 0.301, 0.320, 0.317, 0.244, 0.235, -0.417, -0.489, -0.548, -0.209, 0.329, 0.329, 0.325, 0.313, 0.337, 0.380, 0.406, 0.410]
}